(1)
An isolated molecule of C15H15ClN2O3S, computed with ωB97M-V/def2-TZVPD.

Results
**SMILES**: CSc1nc(C)c(CCOC(=O)c2cccc(Cl)c2)c(=O)[nH]1
**Frontier orbital gap**: 8.9 eV
**F_max**: 0.70 eV/A
**2S+1**: 1

Last column: natural (NBO) charge in e.
CARTESIAN COORDINATES (ANGSTROEM)
C (-3.437, -1.554, -4.203)  -0.738
H (-3.314, -0.477, -4.136)  0.274
H (-4.485, -1.826, -4.267)  0.224
H (-2.885, -1.966, -5.042)  0.227
S (-2.744, -2.242, -2.675)  0.247
C (-2.433, -0.783, -1.761)  0.327
N (-2.726, 0.373, -2.250)  -0.557
C (-2.421, 1.482, -1.523)  0.284
C (-1.852, 1.409, -0.284)  -0.194
C (-1.552, 0.115, 0.292)  0.648
O (-1.055, -0.102, 1.380)  -0.631
N (-1.889, -0.958, -0.538)  -0.590
H (-1.660, -1.887, -0.202)  0.426
C (-1.418, 2.606, 0.510)  -0.450
H (-2.073, 3.457, 0.329)  0.220
H (-1.442, 2.344, 1.570)  0.246
C (0.022, 3.007, 0.155)  -0.065
H (0.286, 3.949, 0.640)  0.196
H (0.142, 3.093, -0.930)  0.198
O (0.949, 2.052, 0.655)  -0.505
C (1.204, 0.985, -0.102)  0.803
O (0.808, 0.852, -1.237)  -0.614
C (2.040, -0.022, 0.598)  -0.173
C (2.401, 0.139, 1.932)  -0.130
C (3.156, -0.845, 2.544)  -0.051
C (3.552, -1.982, 1.854)  -0.214
C (3.183, -2.134, 0.528)  -0.207
C (2.429, -1.161, -0.101)  -0.162
H (2.130, -1.262, -1.133)  0.236
H (3.485, -3.019, -0.012)  0.219
H (4.139, -2.737, 2.353)  0.228
Cl (3.615, -0.656, 4.198)  0.007
H (2.084, 1.013, 2.476)  0.239
C (-2.759, 2.771, -2.203)  -0.655
H (-1.849, 3.308, -2.467)  0.228
H (-3.356, 3.408, -1.554)  0.223
H (-3.316, 2.559, -3.111)  0.236

Forces on atoms 1 to 3 (eV/Å):
0.09 -0.22 0.28
-0.04 0.02 -0.11
-0.04 0.05 -0.03

(2)
A cluster of 3 separate species, C3H8BO2P in total at a distorted geometry, computed with ωB97M-V/def2-TZVPD.

Results
**⟨S²⟩**: 2.008
**Frontier orbital gap (spin up / spin down)**: 6.0 / 5.6 eV
**F_max**: 3.17 eV/A
**2S+1**: 3

Last column: Mulliken spin population.
CARTESIAN COORDINATES (ANGSTROEM)
B (1.474, -0.495, -0.565)  -0.007
C (-0.072, 0.897, 3.333)  0.633
C (-2.188, 0.612, -1.203)  0.000
C (1.771, -0.969, -2.119)  -0.002
O (1.377, -0.293, 0.622)  0.016
O (-1.999, -0.478, -0.778)  0.005
P (-0.632, -0.622, 2.836)  1.151
H (-0.061, 1.647, 2.620)  0.053
H (0.496, 1.069, 4.237)  -0.002
H (-3.131, 1.085, -1.121)  0.000
H (-1.460, 1.098, -1.896)  0.000
H (0.947, -0.746, -2.814)  0.000
H (1.903, -2.007, -2.088)  0.000
H (2.648, -0.445, -2.491)  0.001
H (-1.072, -0.353, 1.427)  0.152

Forces on atoms 1 to 3 (eV/Å):
0.53 -0.92 -1.87
0.67 -1.20 2.72
0.83 0.20 -1.88

(3)
A structure of composition AgCl2F at a distorted geometry, computed with ωB97M-V/def2-TZVPD.

Results
**Frontier orbital gap**: 5.2 eV
**F_max**: 3.21 eV/A
**Charge**: -2
**2S+1**: 1

Last column: natural (NBO) charge in e.
CARTESIAN COORDINATES (ANGSTROEM)
Ag (-1.215, 0.656, 0.885)  0.817
Cl (1.305, -0.589, 1.339)  -0.917
Cl (0.810, 1.231, -1.529)  -0.958
F (-0.900, -1.297, -0.695)  -0.942

Forces on atoms 1 to 3 (eV/Å):
2.09 -1.76 -1.68
-0.41 0.37 1.10
-0.33 0.93 -0.12

(4)
A structure of composition C4H12BrLi2O4, computed with ωB97M-V/def2-TZVPD.

Results
**Frontier orbital gap**: 8.1 eV
**F_max**: 0.93 eV/A
**Charge**: +1
**2S+1**: 1

Last column: natural (NBO) charge in e.
CARTESIAN COORDINATES (ANGSTROEM)
Li (0.951, -3.944, 1.891)  0.975
Li (-2.843, -1.555, 2.767)  0.973
Br (-0.892, -2.349, 1.503)  -0.937
C (3.202, 0.776, 1.188)  -0.097
C (1.819, 0.920, 0.628)  -0.085
O (0.800, 0.792, 1.617)  -0.745
O (3.391, -0.561, 1.647)  -0.750
H (3.312, 1.521, 1.983)  0.176
H (3.937, 0.998, 0.408)  0.175
H (1.620, 0.169, -0.143)  0.173
H (1.671, 1.924, 0.236)  0.203
H (0.584, -0.112, 1.831)  0.468
H (4.180, -0.589, 2.195)  0.478
C (-2.076, 1.002, -2.150)  -0.095
C (-2.578, -0.431, -2.174)  -0.098
O (-2.966, -0.869, -0.870)  -0.748
O (-0.923, 1.118, -1.310)  -0.724
H (-2.778, 1.767, -1.807)  0.172
H (-1.801, 1.295, -3.165)  0.190
H (-1.761, -1.006, -2.620)  0.174
H (-3.443, -0.585, -2.818)  0.192
H (-2.190, -1.221, -0.426)  0.468
H (-1.215, 0.942, -0.410)  0.464

Forces on atoms 1 to 3 (eV/Å):
-0.25 0.40 -0.11
0.27 -0.07 -0.31
0.04 -0.21 0.37

(5)
An isolated molecule of C2H6N4O at a distorted geometry, computed with ωB97M-V/def2-TZVPD.

Results
**SMILES**: [H]/N=C/N(O)/C=N\N
**Frontier orbital gap**: 8.1 eV
**F_max**: 6.13 eV/A
**2S+1**: 1

Last column: natural (NBO) charge in e.
CARTESIAN COORDINATES (ANGSTROEM)
C (0.332, -1.033, -0.250)  0.093
C (-1.065, 1.022, 0.001)  0.209
H (1.472, 0.924, 0.611)  0.381
H (3.119, 0.368, -0.133)  0.362
H (-0.368, -1.987, -0.544)  0.207
H (-2.629, -0.283, -0.616)  0.459
H (-2.002, 1.413, 0.318)  0.185
H (-0.035, 3.073, -0.352)  0.396
N (2.245, 0.026, 0.432)  -0.628
N (1.677, -0.912, -0.332)  -0.217
N (-0.825, -0.284, 0.306)  -0.169
N (-0.021, 1.805, -0.251)  -0.747
O (-2.087, -0.986, 0.141)  -0.531

Forces on atoms 1 to 3 (eV/Å):
-0.32 -2.84 -1.32
4.31 3.77 1.03
2.82 -2.47 -0.88

(6)
An isolated molecule of C4H4N2O2 at a distorted geometry, computed with ωB97M-V/def2-TZVPD.

Results
**SMILES**: O=c1onc2n1CC2
**Frontier orbital gap**: 9.8 eV
**F_max**: 5.27 eV/A
**2S+1**: 1

Last column: natural (NBO) charge in e.
CARTESIAN COORDINATES (ANGSTROEM)
C (0.534, -1.101, 1.316)  0.818
C (-0.957, -0.287, -0.016)  0.345
C (-0.685, 0.772, -1.178)  -0.450
C (0.803, 0.590, -0.774)  -0.180
H (-1.247, 1.879, -1.008)  0.264
H (-0.951, 0.305, -2.143)  0.249
H (1.444, 0.235, -1.533)  0.222
H (1.314, 1.200, 0.228)  0.250
N (-1.549, -0.487, 1.178)  -0.181
N (0.284, -0.707, 0.051)  -0.450
O (1.558, -1.490, 1.865)  -0.599
O (-0.549, -0.907, 2.015)  -0.289

Forces on atoms 1 to 3 (eV/Å):
4.53 -0.95 2.51
-2.63 1.09 2.62
-2.61 1.68 1.69

(7)
A structure of composition C13H17BF2O4Yb at a distorted geometry, computed with ωB97M-V/def2-TZVPD.

Results
**Frontier orbital gap**: 3.7 eV
**F_max**: 1.99 eV/A
**Charge**: +2
**2S+1**: 1

Last column: natural (NBO) charge in e.
CARTESIAN COORDINATES (ANGSTROEM)
C (-1.056, 0.075, 4.727)  -0.620
C (-2.270, -0.453, 3.936)  -0.418
C (-2.294, 0.031, 2.463)  -0.337
C (-2.618, -1.062, 1.405)  -0.380
C (-1.827, -0.954, 0.096)  -0.403
C (-0.299, -0.970, 0.315)  -0.451
C (0.419, 0.088, -0.465)  -0.150
C (0.658, 1.311, -0.012)  0.358
F (0.215, 1.712, 1.199)  -0.324
C (1.346, 2.372, -0.781)  0.401
O (1.416, 3.489, -0.369)  -0.411
C (1.864, 1.937, -2.102)  0.412
F (2.512, 2.884, -2.742)  -0.262
C (1.657, 0.725, -2.623)  -0.498
B (2.291, 0.357, -4.050)  1.159
O (1.540, 0.011, -5.114)  -0.838
O (3.644, 0.448, -4.177)  -0.722
C (4.358, -0.770, -3.906)  -0.246
C (0.865, -0.238, -1.850)  0.590
O (0.511, -1.298, -2.324)  -0.524
H (-1.353, 0.738, 5.533)  0.237
H (-0.504, -0.744, 5.177)  0.250
H (-0.359, 0.625, 4.098)  0.218
H (-3.170, -0.112, 4.450)  0.199
H (-2.260, -1.537, 3.943)  0.238
H (-3.062, 0.834, 2.405)  -0.049
H (-1.368, 0.544, 2.240)  0.291
H (-2.495, -2.034, 1.871)  0.276
H (-3.706, -1.022, 1.138)  0.071
H (-2.089, -1.820, -0.510)  0.260
H (-2.148, -0.085, -0.484)  0.189
H (0.083, -1.934, -0.008)  0.276
H (-0.040, -0.860, 1.367)  0.221
H (0.596, -0.051, -4.944)  0.496
H (4.056, -1.209, -2.954)  0.161
H (4.195, -1.487, -4.707)  0.193
H (5.413, -0.527, -3.854)  0.210
Yb (-4.723, 0.986, 1.612)  1.926

Forces on atoms 1 to 3 (eV/Å):
0.00 0.00 0.03
0.27 0.48 0.00
-0.17 -0.83 0.25